No. 1
138
Properties=species:S:1:pos:R:3:forces:R:3 method="wB97M-V/def2-TZVPD" orbital_gap_ev=6.83 de_lowest_kcal_mol=10.6 charge=+2 lumo_energy_ev=-5.57
In -0.129 0.396 0.787 -0.1 0.9 0.3
C -2.480 1.491 4.391 0.2 0.2 -0.1
C -2.481 2.962 3.984 0.2 0.0 0.0
C -1.083 3.547 3.766 -0.2 -0.3 0.0
Sb -0.240 3.276 1.816 0.0 -0.1 0.4
C 1.572 4.252 2.325 0.0 0.1 -0.2
C 1.714 5.632 2.493 0.1 -0.1 0.1
C 2.913 6.152 2.966 0.0 0.0 0.0
C 3.968 5.304 3.283 0.0 0.0 0.0
C 3.824 3.930 3.137 -0.1 0.0 0.0
C 2.630 3.404 2.651 0.1 0.3 0.0
C -1.626 4.586 0.882 0.2 0.2 -0.2
C -2.829 4.009 0.462 0.1 0.3 0.0
C -3.820 4.799 -0.107 0.0 0.0 0.0
C -3.621 6.168 -0.255 0.0 0.0 0.0
C -2.431 6.750 0.169 0.0 0.0 0.0
C -1.433 5.964 0.735 -0.1 -0.2 -0.1
Sb -2.207 -0.008 2.889 -0.2 0.1 -0.3
C -4.107 0.108 1.960 -0.1 -0.1 0.0
C -4.155 0.155 0.567 -0.3 0.0 0.2
C -5.377 0.257 -0.092 0.0 0.0 0.0
C -6.554 0.317 0.643 0.0 0.0 0.0
C -6.512 0.282 2.033 0.0 0.0 0.0
C -5.294 0.174 2.693 0.1 0.0 -0.1
C -2.199 -1.646 4.218 0.0 -0.1 -0.1
C -3.049 -1.623 5.326 0.1 -0.1 0.0
C -2.961 -2.628 6.281 0.0 0.0 0.0
C -2.024 -3.646 6.138 0.0 0.0 0.0
C -1.192 -3.677 5.026 0.0 0.0 0.0
C -1.281 -2.682 4.060 -0.2 -0.1 0.1
H -3.450 1.226 4.812 0.0 0.0 0.0
H -1.718 1.293 5.145 0.0 0.0 0.0
H -2.949 3.521 4.798 0.0 0.0 0.0
H -3.120 3.123 3.110 0.0 0.0 0.0
H -0.360 3.147 4.480 0.0 0.0 0.0
H -1.098 4.632 3.874 0.0 0.0 0.0
H 0.896 6.309 2.280 0.1 -0.1 0.1
H 3.018 7.224 3.103 0.0 -0.1 0.0
H 4.899 5.717 3.656 -0.1 0.0 0.0
H 4.636 3.263 3.405 -0.1 0.1 0.0
H 2.529 2.333 2.538 0.0 -0.1 0.0
H -2.998 2.947 0.569 0.0 -0.1 0.0
H -4.750 4.345 -0.431 0.1 0.0 0.0
H -4.396 6.782 -0.698 0.1 0.0 0.0
H -2.280 7.819 0.067 0.0 -0.1 0.0
H -0.512 6.434 1.061 -0.1 0.0 -0.1
H -3.247 0.125 -0.016 0.1 -0.1 -0.1
H -5.407 0.296 -1.177 0.0 0.0 0.1
H -7.508 0.390 0.134 0.1 0.0 0.0
H -7.431 0.341 2.605 0.1 0.0 0.0
H -5.280 0.144 3.778 0.0 0.0 -0.1
H -3.783 -0.836 5.457 0.1 0.0 0.0
H -3.621 -2.608 7.140 0.0 0.0 0.0
H -1.945 -4.416 6.896 0.0 0.0 0.0
H -0.462 -4.470 4.913 -0.1 0.0 0.0
H -0.628 -2.720 3.199 0.0 0.1 0.0
C -1.412 -8.431 -0.538 0.1 0.2 0.0
C -0.979 -7.001 -0.317 0.0 -0.1 0.0
C -1.727 -6.141 0.484 0.0 0.0 0.0
C -1.343 -4.816 0.659 0.1 0.0 0.0
C -0.202 -4.363 0.013 -0.3 0.0 0.2
C 0.582 -5.198 -0.769 0.1 -0.1 -0.1
C 0.184 -6.514 -0.925 0.0 -0.1 0.0
S 0.249 -2.647 0.128 0.6 -0.2 -0.5
O 1.734 -2.583 -0.006 -0.4 0.0 0.1
C -0.513 -2.113 -1.425 0.1 -0.1 -0.1
C -1.931 -2.052 -1.339 0.3 -0.2 0.1
C -2.669 -1.691 -2.413 -0.2 0.0 -0.2
C -2.031 -1.313 -3.620 0.0 0.0 -0.1
C -2.796 -0.888 -4.735 -0.1 0.0 0.1
C -2.190 -0.499 -5.894 0.1 0.1 -0.1
C -0.780 -0.503 -5.982 -0.1 0.0 0.0
C -0.015 -0.900 -4.920 0.0 -0.4 -0.1
C -0.616 -1.338 -3.704 0.1 -0.1 0.0
C 0.170 -1.779 -2.570 0.1 0.1 0.1
C 1.669 -1.849 -2.772 0.1 0.1 0.1
C 2.166 -2.825 -3.697 -0.1 0.0 0.1
C 1.344 -3.884 -4.182 0.0 0.1 0.0
C 1.839 -4.800 -5.063 0.1 0.0 -0.1
C 3.174 -4.703 -5.528 -0.2 -0.1 0.0
C 3.992 -3.720 -5.063 0.1 0.1 0.1
C 3.518 -2.770 -4.119 0.0 -0.1 0.0
C 4.376 -1.779 -3.585 0.1 -0.1 -0.2
C 3.933 -0.917 -2.634 -0.2 0.2 0.1
C 2.577 -0.956 -2.226 -0.2 -0.3 0.0
S 2.089 0.124 -0.877 0.3 0.4 -0.7
O 1.878 1.512 -1.404 0.0 -0.1 0.0
C 3.604 0.244 0.067 0.1 -0.3 0.2
C 4.151 -0.839 0.762 -0.1 0.0 -0.1
C 5.307 -0.643 1.495 0.0 0.0 0.0
C 5.934 0.609 1.549 0.1 0.0 0.1
C 7.200 0.796 2.352 -0.1 -0.1 -0.1
C 5.358 1.668 0.856 0.0 0.0 0.0
C 4.190 1.499 0.119 0.0 0.0 0.0
H -2.209 -8.716 0.145 0.0 0.0 0.0
H -0.575 -9.119 -0.404 0.0 0.0 0.0
H -1.780 -8.561 -1.558 0.0 0.0 0.0
H -2.617 -6.511 0.981 0.1 0.0 0.0
H -1.924 -4.151 1.294 0.0 -0.1 0.0
H 1.487 -4.820 -1.239 -0.1 0.0 0.1
H 0.787 -7.183 -1.531 -0.1 0.0 0.0
H -2.413 -2.329 -0.408 0.0 0.0 0.0
H -3.755 -1.675 -2.359 0.1 0.0 0.0
H -3.880 -0.878 -4.649 0.2 0.0 0.0
H -2.785 -0.187 -6.747 0.1 0.0 0.1
H -0.299 -0.190 -6.904 -0.1 0.0 0.1
H 1.064 -0.892 -5.011 0.0 -0.1 0.0
H 0.324 -3.973 -3.826 0.0 0.0 0.0
H 1.207 -5.607 -5.414 0.0 0.0 0.0
H 3.544 -5.423 -6.250 0.0 0.0 0.1
H 5.020 -3.648 -5.405 -0.1 0.0 0.1
H 5.407 -1.736 -3.921 -0.1 0.0 0.0
H 4.604 -0.186 -2.196 -0.1 -0.1 0.0
H 3.680 -1.814 0.726 0.0 0.1 0.0
H 5.744 -1.479 2.030 0.0 0.0 0.0
H 7.927 0.016 2.115 -0.1 0.1 0.0
H 6.991 0.725 3.422 0.0 0.0 -0.1
H 7.659 1.764 2.155 0.0 0.0 0.0
H 5.824 2.647 0.886 0.0 -0.1 0.0
H 3.738 2.323 -0.420 0.1 0.0 0.1
F 1.233 -1.479 2.684 0.2 0.2 0.0
C 1.281 -0.122 2.493 -0.5 -0.5 0.1
F 0.620 0.415 3.593 0.0 0.2 0.0
H 2.318 0.175 2.598 0.2 0.2 -0.3
C 0.223 4.672 -2.916 -0.1 -0.1 0.1
N -0.264 3.557 -2.096 0.1 0.1 -0.1
C -0.419 2.287 -2.410 0.1 0.1 -0.1
S -1.399 1.259 -1.356 0.1 -0.2 0.5
N -0.026 1.761 -3.552 0.3 0.4 0.0
C 1.046 2.229 -4.440 -0.1 0.0 0.2
H -0.327 5.561 -2.617 0.0 0.0 0.0
H 0.025 4.492 -3.967 -0.1 0.0 0.0
H 1.287 4.850 -2.770 0.0 0.0 0.0
H -0.629 3.809 -1.196 -0.2 0.1 0.3
H -0.308 0.805 -3.677 -0.1 -0.2 0.0
H 1.771 2.810 -3.880 0.0 0.0 0.1
H 0.664 2.809 -5.275 -0.1 0.0 -0.1
H 1.551 1.351 -4.831 0.0 0.0 0.0

=====

No. 2
144
Properties=species:S:1:pos:R:3:forces:R:3 method="wB97M-V/def2-TZVPD" orbital_gap_ev="5.09 / 5.09" charge=-1 lumo_energy_ev="0.81 / 0.81"
Ni -0.003 0.668 -0.015 0.5 1.8 0.6
C 2.831 7.358 -2.847 -0.1 -0.2 0.0
C 1.419 6.981 -3.311 -0.1 0.2 0.1
C 0.465 8.055 -2.765 0.0 -0.3 0.0
C 1.232 6.937 -4.833 0.1 -0.1 0.1
C 1.007 5.629 -2.729 -0.3 0.6 0.1
O -0.001 5.541 -2.047 -0.1 0.1 0.0
N 1.714 4.474 -2.905 0.0 -0.9 0.5
C 2.771 3.885 -3.607 0.3 0.0 -0.2
C 3.614 4.528 -4.508 0.0 0.1 0.0
C 4.633 3.845 -5.153 0.0 -0.1 0.0
C 4.839 2.501 -4.911 0.1 0.0 -0.1
C 4.013 1.842 -4.017 -0.1 0.2 -0.1
C 2.988 2.504 -3.353 0.2 0.1 -0.2
C 2.128 1.783 -2.401 -0.1 -0.8 0.9
C 0.752 1.733 -2.650 -0.4 -0.2 0.3
C 0.176 1.920 -3.949 -0.3 0.0 -0.2
C -1.152 1.677 -3.832 0.3 0.1 -0.2
C -1.404 1.431 -2.443 0.5 -0.1 0.4
N -0.218 1.409 -1.757 -0.1 0.1 -0.5
C -2.653 1.438 -1.843 0.3 0.1 0.8
C -2.781 1.505 -0.442 0.9 -0.1 -0.4
C -3.923 1.982 0.246 -0.4 0.2 0.9
C -3.594 2.038 1.574 -0.7 0.1 -0.7
C -2.256 1.568 1.680 0.7 -0.4 0.1
C -1.602 1.292 2.902 -0.1 -0.2 -0.9
C -0.453 0.499 2.917 0.4 0.3 -0.3
N 0.309 0.190 1.825 0.0 -0.4 0.2
C 1.213 -0.767 2.218 -0.5 0.5 -0.4
C 2.282 -1.194 1.432 0.0 0.9 -0.8
C 2.674 -0.408 0.316 -1.0 0.1 0.5
C 4.008 -0.293 -0.141 0.6 0.6 -0.9
C 4.004 0.655 -1.133 0.8 -0.6 0.7
C 2.657 1.053 -1.316 -1.0 0.6 -0.1
N 1.869 0.441 -0.377 0.3 -0.2 0.0
C 3.053 -2.409 1.722 0.4 -0.3 0.1
C 3.549 -2.693 2.994 0.1 0.0 0.0
C 4.131 -3.909 3.295 0.0 0.0 0.2
C 4.227 -4.887 2.322 0.0 0.1 -0.1
C 3.831 -4.601 1.030 0.0 -0.1 0.0
C 3.284 -3.364 0.707 0.0 0.0 0.3
N 2.960 -3.097 -0.631 -0.3 0.1 0.1
C 3.781 -3.391 -1.670 -0.2 0.3 -0.4
O 4.838 -3.982 -1.539 0.3 -0.2 0.0
C 3.313 -2.951 -3.069 0.0 0.0 -0.2
C 4.478 -2.191 -3.717 -0.1 -0.2 0.2
C 3.059 -4.244 -3.856 0.1 0.1 0.2
C 2.053 -2.087 -3.093 0.1 -0.2 0.0
C 0.997 -1.066 3.601 -0.3 0.0 0.4
C 0.040 -0.222 4.053 0.4 -0.3 0.1
C -2.221 1.754 4.161 -0.1 0.1 0.3
C -2.580 0.852 5.156 0.0 0.1 -0.1
C -3.067 1.276 6.379 -0.1 -0.1 0.1
C -3.243 2.627 6.616 0.0 -0.1 -0.1
C -2.952 3.547 5.624 0.0 0.2 0.1
C -2.439 3.127 4.401 0.0 -0.2 0.2
N -2.100 4.026 3.389 0.2 -0.5 -0.1
C -2.401 5.344 3.267 0.2 0.2 -0.3
O -2.911 6.013 4.145 -0.2 0.1 0.2
C -2.111 5.921 1.875 0.0 0.1 0.0
C -1.030 5.157 1.106 0.0 0.1 0.0
C -1.707 7.389 2.014 -0.1 -0.2 0.2
C -3.450 5.832 1.128 0.1 0.0 0.1
N -1.767 1.276 0.442 -0.3 0.1 0.1
C -3.836 1.607 -2.707 -0.3 0.0 0.0
C -3.964 2.764 -3.469 -0.1 0.0 0.0
C -5.008 2.926 -4.359 0.0 0.1 -0.1
C -5.926 1.902 -4.527 0.0 0.0 0.0
C -5.820 0.749 -3.771 0.1 0.0 0.0
C -4.811 0.607 -2.821 0.0 0.3 -0.2
N -4.666 -0.562 -2.071 0.8 0.1 0.0
C -5.544 -1.463 -1.543 -0.3 -0.3 0.1
O -5.157 -2.597 -1.336 0.0 -0.1 0.0
C -6.962 -1.064 -1.093 -0.2 -0.1 0.1
C -7.099 -1.645 0.325 0.1 -0.1 -0.1
C -7.234 0.435 -1.018 0.0 -0.1 -0.1
C -7.981 -1.759 -2.005 0.2 0.0 0.1
H 3.165 8.255 -3.367 0.1 0.1 -0.1
H 2.810 7.575 -1.780 0.0 0.0 0.1
H 3.557 6.567 -2.999 0.1 0.0 0.0
H 0.719 9.019 -3.201 0.1 0.1 -0.1
H -0.565 7.814 -3.010 -0.1 0.0 0.0
H 0.541 8.126 -1.684 0.0 0.0 0.1
H 1.631 7.839 -5.291 0.1 0.1 -0.1
H 1.702 6.071 -5.286 0.0 0.0 -0.2
H 0.168 6.881 -5.058 -0.1 0.0 0.0
H 1.228 3.756 -2.361 0.1 0.4 -0.1
H 3.504 5.575 -4.726 -0.1 0.1 0.0
H 5.260 4.379 -5.854 0.0 0.0 0.0
H 5.632 1.965 -5.410 0.0 0.0 -0.1
H 4.143 0.786 -3.842 0.0 -0.1 0.0
H 0.742 2.156 -4.830 0.0 0.0 -0.2
H -1.899 1.671 -4.602 -0.1 0.0 -0.2
H -4.838 2.290 -0.224 -0.2 0.0 0.0
H -4.213 2.339 2.400 -0.1 0.1 0.1
H 4.847 -0.829 0.261 0.2 -0.1 0.0
H 4.841 1.033 -1.684 0.2 0.0 0.0
H 3.513 -1.928 3.755 -0.1 0.0 0.0
H 4.495 -4.096 4.295 0.0 0.0 0.1
H 4.621 -5.863 2.563 0.1 -0.1 0.0
H 3.942 -5.338 0.252 0.0 0.0 0.0
H 2.163 -2.496 -0.789 -0.1 -0.2 -0.1
H 5.366 -2.817 -3.729 0.1 0.0 0.0
H 4.223 -1.924 -4.740 -0.1 0.1 -0.1
H 4.703 -1.287 -3.156 0.0 0.1 0.1
H 3.941 -4.878 -3.807 0.1 -0.1 0.0
H 2.213 -4.785 -3.437 -0.1 -0.1 0.0
H 2.850 -4.012 -4.898 -0.1 0.0 -0.1
H 2.169 -1.175 -2.510 0.0 0.1 0.1
H 1.848 -1.789 -4.122 0.0 0.0 -0.1
H 1.184 -2.632 -2.729 -0.1 0.0 0.1
H 1.520 -1.801 4.175 0.1 -0.1 0.1
H -0.311 -0.118 5.060 0.0 -0.1 0.2
H -2.477 -0.202 4.955 0.0 -0.1 0.0
H -3.314 0.548 7.137 0.0 -0.1 0.1
H -3.621 2.969 7.569 0.0 0.0 0.0
H -3.113 4.600 5.784 0.0 0.0 0.0
H -1.697 3.569 2.581 0.0 0.3 0.0
H -0.159 4.954 1.730 0.1 0.0 0.0
H -1.404 4.221 0.693 0.0 -0.2 0.0
H -0.697 5.749 0.256 0.0 0.0 -0.1
H -0.732 7.473 2.486 0.2 0.1 0.1
H -1.665 7.854 1.032 0.0 0.0 -0.1
H -2.434 7.916 2.625 0.0 0.1 0.1
H -3.806 4.803 1.098 0.0 -0.1 -0.1
H -4.198 6.444 1.627 -0.1 0.1 0.0
H -3.328 6.185 0.107 0.0 0.0 -0.2
H -3.224 3.541 -3.343 0.1 0.1 0.0
H -5.090 3.836 -4.935 0.0 0.1 -0.1
H -6.713 1.994 -5.260 -0.1 0.0 0.0
H -6.503 -0.071 -3.933 -0.1 -0.1 0.0
H -3.703 -0.883 -1.986 -0.1 -0.1 0.0
H -6.419 -1.140 1.007 0.1 0.0 0.1
H -8.118 -1.522 0.688 -0.1 0.1 0.0
H -6.850 -2.703 0.320 0.0 0.0 0.0
H -6.413 0.942 -0.521 0.0 0.1 0.1
H -7.375 0.877 -1.998 -0.1 0.1 0.0
H -8.141 0.604 -0.439 -0.1 0.0 0.1
H -7.713 -2.806 -2.133 0.0 -0.1 0.0
H -8.972 -1.705 -1.560 -0.1 0.0 0.0
H -8.019 -1.284 -2.983 -0.1 0.0 -0.1
O -0.239 -3.508 -0.321 0.6 -2.5 0.5
C -0.384 -2.339 -0.397 -0.6 1.2 -0.8
N -0.560 -1.190 -0.587 -0.5 -0.6 -0.4

=====

No. 3
141
Properties=species:S:1:pos:R:3:forces:R:3 method="wB97M-V/def2-TZVPD" orbital_gap_ev=7.70 de_lowest_kcal_mol=1.3 lumo_energy_ev=-0.21
Mo 0.365 -0.501 0.547 -0.1 0.1 -0.3
C -4.628 4.352 -3.381 0.0 0.0 0.0
C -3.154 4.023 -3.657 0.0 0.0 0.0
C -2.342 5.312 -3.528 0.0 0.0 0.0
C -3.008 3.500 -5.093 0.0 0.0 0.0
C -2.674 2.947 -2.686 0.0 0.0 0.0
C -1.580 3.114 -1.851 0.0 0.0 0.0
C -1.161 2.076 -1.033 0.0 0.0 0.0
Se 0.300 2.352 0.183 0.0 -0.1 0.0
C 1.811 2.101 -0.968 0.0 0.0 0.0
C 2.193 3.121 -1.834 0.0 0.0 0.0
C 3.263 2.943 -2.688 0.0 0.0 0.0
C 3.910 1.704 -2.649 0.0 0.0 0.0
C 3.569 0.663 -1.799 0.0 0.0 0.0
C 2.505 0.892 -0.898 0.1 0.0 0.0
O 2.164 -0.015 0.047 0.2 0.0 0.1
C 4.230 -0.712 -1.929 0.0 0.0 0.0
C 3.157 -1.688 -2.436 0.0 0.0 0.0
C 5.370 -0.702 -2.951 0.0 0.0 0.0
C 4.822 -1.207 -0.601 0.0 0.0 0.0
C 3.729 4.010 -3.676 0.0 0.0 0.0
C 3.527 3.492 -5.107 0.0 0.0 0.0
C 5.216 4.313 -3.447 0.0 0.0 0.0
C 2.945 5.314 -3.520 0.0 0.0 0.0
C -1.835 0.847 -0.992 0.0 0.0 0.0
O -1.348 -0.126 -0.195 -0.2 0.0 0.0
C -2.986 0.671 -1.780 0.0 -0.1 0.1
C -3.341 1.728 -2.611 0.0 0.0 -0.1
C -3.875 -0.586 -1.824 0.0 0.0 0.0
C -5.332 -0.170 -1.564 0.0 0.0 0.0
C -3.543 -1.668 -0.792 0.0 0.0 0.0
C -3.764 -1.214 -3.221 0.0 0.0 0.0
H -4.959 5.169 -4.026 0.0 0.0 0.0
H -5.276 3.495 -3.573 0.0 0.0 0.0
H -4.769 4.657 -2.342 0.0 0.0 0.0
H -2.731 6.058 -4.223 0.0 0.0 0.0
H -2.405 5.728 -2.520 0.0 0.0 0.0
H -1.289 5.150 -3.771 0.0 0.0 0.0
H -3.346 4.254 -5.809 0.0 0.0 0.0
H -1.965 3.261 -5.312 0.0 0.0 0.0
H -3.600 2.597 -5.250 0.0 0.0 0.0
H -1.031 4.046 -1.827 0.0 0.0 0.0
H 1.634 4.046 -1.820 0.0 0.0 0.0
H 4.729 1.546 -3.337 0.0 0.0 0.0
H 2.739 -1.332 -3.381 0.0 0.0 0.0
H 3.585 -2.680 -2.599 0.0 0.0 0.0
H 2.345 -1.799 -1.719 0.0 0.0 0.0
H 5.018 -0.465 -3.958 0.0 0.0 0.0
H 6.155 0.007 -2.678 0.0 0.0 0.0
H 5.815 -1.697 -2.987 0.0 0.0 0.0
H 4.076 -1.271 0.184 0.0 0.0 0.0
H 5.250 -2.202 -0.746 0.0 0.0 0.0
H 5.621 -0.540 -0.267 0.0 0.0 0.0
H 4.128 2.600 -5.296 0.0 0.0 0.0
H 2.480 3.237 -5.280 0.0 0.0 0.0
H 3.821 4.255 -5.833 0.0 0.0 0.0
H 5.840 3.436 -3.630 0.0 0.0 0.0
H 5.548 5.104 -4.124 0.0 0.0 0.0
H 5.391 4.643 -2.421 0.0 0.0 0.0
H 1.884 5.174 -3.737 0.0 0.0 0.0
H 3.042 5.722 -2.511 0.0 0.0 0.0
H 3.331 6.056 -4.221 0.0 0.0 0.0
H -4.206 1.588 -3.248 0.0 0.0 0.0
H -5.434 0.239 -0.556 0.0 0.0 0.0
H -5.692 0.576 -2.274 0.0 0.0 0.0
H -5.982 -1.045 -1.641 0.0 0.0 0.0
H -3.591 -1.284 0.227 0.0 0.0 0.0
H -4.276 -2.473 -0.885 0.0 0.0 0.0
H -2.555 -2.098 -0.943 0.0 0.0 0.0
H -4.080 -0.524 -4.006 0.0 0.0 0.0
H -2.732 -1.510 -3.426 0.0 0.0 0.0
H -4.393 -2.105 -3.279 0.0 0.0 0.0
C -3.655 -4.835 1.984 0.1 0.0 0.0
C -3.303 -3.555 2.391 0.0 0.0 0.0
C -2.075 -3.023 2.024 0.0 0.0 0.0
C -1.170 -3.750 1.245 0.0 -0.1 0.0
C -1.545 -5.038 0.846 -0.1 0.0 0.0
C -2.772 -5.577 1.211 0.0 0.1 0.0
Si 0.530 -3.064 0.782 0.0 0.0 0.0
C 1.750 -3.500 2.157 0.0 0.0 0.0
C 2.772 -2.633 2.552 0.1 -0.1 0.0
C 3.678 -2.990 3.544 0.0 0.0 0.0
C 3.569 -4.224 4.171 -0.1 0.0 0.0
C 2.557 -5.100 3.795 0.0 0.1 0.0
C 1.663 -4.741 2.795 0.0 0.0 0.0
C 1.091 -4.041 -0.735 0.1 0.0 0.0
C 2.330 -4.685 -0.774 0.0 -0.1 0.0
C 2.748 -5.374 -1.907 0.0 0.0 0.0
C 1.937 -5.424 -3.031 0.0 0.0 0.1
C 0.701 -4.786 -3.015 0.0 0.0 0.0
C 0.287 -4.108 -1.877 0.0 0.1 0.0
H -4.615 -5.251 2.266 0.0 0.0 0.0
H -3.988 -2.961 2.985 0.0 0.0 0.0
H -1.830 -2.015 2.340 0.0 0.0 0.0
H -0.873 -5.628 0.232 0.0 0.0 0.0
H -3.038 -6.576 0.889 0.0 0.0 0.0
H 2.857 -1.656 2.090 0.0 0.0 0.0
H 4.462 -2.300 3.832 0.0 0.0 0.0
H 4.269 -4.502 4.949 0.0 0.0 0.0
H 2.464 -6.062 4.284 0.0 0.0 0.0
H 0.875 -5.435 2.518 0.0 0.0 0.0
H 2.979 -4.653 0.093 0.0 0.0 0.0
H 3.711 -5.871 -1.911 0.0 0.0 0.0
H 2.261 -5.957 -3.916 0.0 0.0 0.0
H 0.060 -4.822 -3.887 0.0 0.0 0.0
H -0.686 -3.623 -1.879 0.0 0.0 0.0
C 0.240 -0.416 2.246 0.1 0.2 0.0
Ge -0.624 0.341 3.803 -0.2 -0.1 0.1
C 0.151 2.128 3.891 0.0 0.0 0.0
C -0.628 3.251 4.159 0.0 0.0 0.0
C -0.061 4.520 4.163 0.0 0.0 0.0
C 1.292 4.677 3.896 0.0 0.0 0.0
C 2.079 3.563 3.627 0.0 0.0 0.0
C 1.510 2.298 3.623 0.0 0.0 0.0
C -0.338 -0.749 5.383 0.1 0.0 0.0
C 0.620 -1.763 5.381 -0.1 0.0 0.0
C 0.869 -2.498 6.533 0.0 0.0 0.0
C 0.164 -2.225 7.697 0.0 0.0 0.0
C -0.794 -1.219 7.710 0.0 0.0 0.0
C -1.042 -0.484 6.558 0.0 0.0 0.0
C -2.519 0.456 3.348 0.0 0.0 0.0
C -3.484 -0.350 3.949 0.0 0.0 0.0
C -4.803 -0.321 3.510 0.0 0.1 0.0
C -5.169 0.505 2.455 0.0 0.0 0.0
C -4.215 1.311 1.844 0.0 0.0 0.0
C -2.904 1.287 2.294 0.0 0.0 0.0
H -1.690 3.142 4.353 0.0 0.0 0.0
H -0.678 5.386 4.370 0.0 0.0 0.0
H 1.733 5.666 3.892 0.0 0.0 0.0
H 3.134 3.682 3.413 0.0 0.0 0.0
H 2.126 1.436 3.386 0.0 0.0 0.0
H 1.166 -1.995 4.472 0.0 0.0 0.1
H 1.612 -3.286 6.515 0.0 0.0 0.0
H 0.359 -2.797 8.596 0.0 0.0 0.0
H -1.347 -1.006 8.616 0.0 0.0 0.0
H -1.792 0.301 6.581 0.0 0.0 0.0
H -3.204 -1.019 4.756 0.0 0.0 0.0
H -5.544 -0.952 3.987 0.0 0.0 0.0
H -6.194 0.519 2.108 0.0 0.0 0.0
H -4.490 1.952 1.015 0.0 0.0 0.0
H -2.167 1.917 1.807 0.0 0.0 0.0